Record 1
24
Properties=species:S:1:pos:R:3:forces:R:3 method="wB97M-V/def2-TZVPD" e_tot_ha=-347.67722 relative_energy_kcal_mol=29.9 smiles=CCNCCCCN
C 1.567866 -0.831050 3.182230 -1.167 -0.720 -0.298
C 1.254423 -1.480203 1.816192 0.695 0.449 -0.974
N -0.125281 -1.813148 1.445434 -0.366 0.234 0.051
C -0.869145 -0.820854 0.614378 0.966 0.505 1.303
C -0.125754 -0.253731 -0.580767 -1.620 -0.566 -0.495
C -0.856727 0.972903 -1.133420 1.237 0.205 -0.446
C -0.369712 1.295186 -2.559334 0.124 -1.550 0.165
N -0.542266 2.648987 -2.997766 -0.207 0.563 -0.530
H 2.002919 -1.551657 3.867342 0.373 0.121 0.075
H 0.604022 -0.571154 3.624827 0.083 0.437 0.168
H 2.176789 0.059438 3.039036 0.053 -0.112 0.354
H 1.621090 -0.750943 1.092934 0.034 -0.266 -0.111
H 1.858494 -2.371044 1.629107 0.081 0.007 0.321
H -0.663235 -1.824560 2.302158 -0.046 -0.521 0.117
H -1.818718 -1.271812 0.340698 -0.030 -0.067 -0.223
H -1.094885 0.026043 1.280375 -0.257 0.230 -0.208
H -0.104845 -1.008983 -1.365882 0.193 -0.215 -0.114
H 0.886592 -0.003580 -0.347607 0.544 0.285 0.065
H -0.598884 1.835066 -0.520496 -0.173 0.136 0.260
H -1.932483 0.867437 -1.139537 -0.372 -0.146 0.151
H 0.661003 0.929005 -2.695615 0.228 0.862 0.463
H -0.806719 0.548168 -3.239531 -0.672 0.606 -0.129
H -0.057882 3.312263 -2.401931 -0.039 -0.195 -0.037
H -1.517460 2.944209 -3.048962 0.338 -0.284 0.073

Record 2
67
Properties=species:S:1:pos:R:3:forces:R:3 method="wB97M-V/def2-TZVPD" charge=+1 e_tot_ha=-2435.26485
C -3.041084 -1.044546 -3.167149 0.399 0.207 0.591
C -2.337995 -2.193752 -2.407611 -0.047 -0.150 -0.458
C -0.825964 -2.004233 -2.190029 -0.522 0.373 0.245
Cl 0.051330 -3.479023 -2.671806 0.267 -0.066 -0.053
C -0.366009 -1.662536 -0.741593 0.470 -1.736 -0.675
C -0.204565 -2.919764 0.138044 -0.139 0.726 1.049
C -0.405171 -2.346872 1.557798 0.366 0.106 0.230
S 1.142433 -1.580775 2.144627 0.238 0.284 -1.060
O 1.127024 -0.215559 1.734345 -0.051 -0.103 0.215
O 2.227995 -2.429429 1.823930 -0.083 -0.075 0.372
F 0.899123 -1.601260 3.667123 -0.049 -0.126 0.339
C -1.319057 -1.211176 1.299493 -0.038 -0.153 -0.301
N -1.269568 -0.838943 0.077354 -0.306 0.551 0.174
C -2.010176 0.371731 -0.353656 -0.349 0.353 0.320
C -1.471115 1.668887 0.232646 0.673 0.165 -0.058
C -0.181621 2.278600 -0.374065 -0.182 -0.113 0.010
C 0.478226 1.541943 -1.518780 0.237 0.471 -0.323
O 1.391542 2.478655 -2.103187 -0.335 -0.185 0.577
C 2.274075 2.009415 -3.018495 -0.429 -0.338 -0.248
C 1.818789 0.901607 -3.920167 -0.262 -0.205 0.057
O 3.337870 2.513012 -3.107637 1.088 0.657 -0.080
H -2.350554 -0.216064 -3.325876 0.036 0.047 -0.247
H -3.393498 -1.371141 -4.137121 -0.115 -0.008 -0.072
H -3.865110 -0.628332 -2.594493 -0.232 -0.084 -0.096
H -2.847950 -2.446526 -1.477814 0.009 0.077 0.155
H -2.440702 -3.073688 -3.034535 -0.007 -0.181 0.112
H -0.456413 -1.248279 -2.875723 -0.005 0.195 0.031
H 0.633389 -1.239085 -0.821017 -0.157 0.625 0.156
H 0.783167 -3.356052 0.080426 -0.096 -0.375 -0.358
H -1.018330 -3.626529 0.005716 0.148 -0.265 -0.382
H -0.707889 -3.051717 2.326674 -0.159 -0.060 -0.034
H -1.935711 -0.699270 2.024463 -0.041 0.118 0.007
H -2.079419 0.420186 -1.426356 0.243 -0.224 -0.255
H -3.028365 0.235023 0.007420 -0.061 -0.103 0.009
H -2.262255 2.398148 0.111465 -0.282 0.111 -0.092
H -1.314221 1.565278 1.306125 -0.149 -0.182 0.098
H -0.418476 3.273313 -0.743258 0.001 0.102 0.030
H 0.567077 2.383364 0.406055 0.044 0.135 0.066
H 1.060244 0.693096 -1.158942 -0.060 -0.155 0.022
H -0.227151 1.219609 -2.288351 -0.160 -0.108 0.035
H 1.789721 -0.042233 -3.374672 0.032 -0.112 -0.010
H 2.525205 0.815413 -4.735550 0.038 -0.036 -0.063
H 0.818933 1.100480 -4.302010 -0.051 -0.001 -0.099
O -3.500811 4.342366 -1.056265 0.207 -0.171 0.037
C -3.517460 5.168141 -0.185687 -0.349 -0.114 -0.010
O -2.400369 5.569554 0.450397 0.078 -0.021 0.066
C -2.733578 6.486767 1.516034 -0.072 0.133 0.066
C -4.098593 7.051586 1.139280 -0.053 -0.101 -0.062
C -4.728347 5.874857 0.390473 0.291 0.439 0.051
H -2.759199 5.925980 2.452245 -0.017 -0.021 -0.006
H -1.953799 7.240112 1.578127 0.072 -0.055 -0.072
H -4.669061 7.393725 1.999097 0.018 -0.048 0.038
H -3.974355 7.894602 0.459845 0.013 0.017 0.007
H -5.242210 5.184990 1.061703 -0.043 -0.035 -0.041
H -5.402477 6.181113 -0.403438 -0.083 -0.164 -0.017
O 5.330487 -6.527348 0.819591 0.035 0.007 -0.084
C 5.417464 -5.781814 1.747394 -0.176 -0.116 0.044
O 6.576896 -5.566835 2.409719 0.049 0.047 0.026
C 6.361009 -4.703522 3.538199 -0.041 0.076 0.053
C 5.081879 -3.937422 3.214323 -0.091 -0.061 -0.059
C 4.307961 -4.962292 2.384844 0.292 0.326 0.132
H 6.259381 -5.323237 4.431293 -0.024 -0.007 0.001
H 7.230073 -4.061569 3.653027 0.060 -0.056 -0.058
H 4.557509 -3.587071 4.101319 0.026 -0.059 0.041
H 5.318150 -3.069265 2.597754 0.013 0.010 0.005
H 3.704783 -5.626335 3.006157 -0.033 -0.033 -0.040
H 3.686895 -4.508053 1.620761 -0.093 -0.153 -0.055

Record 3
16
Properties=species:S:1:pos:R:3:forces:R:3 method="wB97M-V/def2-TZVPD" e_tot_ha=-798.06304 relative_energy_kcal_mol=49.5 smiles="C=CSN1CCOC1=O"
C -1.423365 -2.253542 -0.964649 1.155 4.895 -0.763
C -1.726993 -0.936581 -1.362606 -0.244 -4.469 2.036
S -0.406933 0.012186 -1.771784 1.992 1.164 -3.467
N 0.491762 0.627107 -0.519582 -0.437 -2.309 1.321
C 0.906627 -0.084321 0.642436 -0.223 -1.580 1.733
C 1.270220 1.061795 1.641942 -2.332 -1.174 1.119
O 0.964838 2.213078 0.937880 -0.032 1.883 -1.673
C 0.493562 1.921805 -0.311966 -2.259 4.645 -1.911
O 0.023020 2.713538 -1.148215 1.742 -0.890 2.777
H -2.275954 -2.791572 -0.814748 -1.759 -2.301 0.640
H -0.362546 -2.561696 -0.715301 -1.635 0.228 -0.575
H -2.764162 -0.620856 -1.599938 0.781 -0.215 0.356
H 0.113367 -0.810766 1.046048 1.015 1.186 -0.586
H 1.793506 -0.650020 0.411960 0.332 -0.528 0.002
H 0.618817 1.105856 2.579636 0.842 -0.505 -1.131
H 2.284236 1.053988 1.948886 1.061 -0.031 0.122

Record 4
15
Properties=species:S:1:pos:R:3:forces:R:3 method="wB97M-V/def2-TZVPD" e_tot_ha=-441.15297 relative_energy_kcal_mol=61.6
H 1.765912 1.233191 -2.092606 0.103 -0.117 -1.955
N 1.603971 1.454264 -1.150487 -2.026 -2.346 2.856
C 0.761868 0.576811 -0.630270 1.858 2.180 -3.422
N -0.048411 -0.426832 -1.265261 0.156 1.514 -1.225
C -0.944349 -0.981698 -0.214338 -1.166 1.364 0.127
C -0.906143 0.283638 0.858589 -4.553 -1.223 -1.816
F -1.238716 0.006801 2.141661 -0.954 -0.482 0.486
C 0.464234 0.558886 0.804431 2.537 1.223 1.715
O 1.096431 -0.508740 1.484603 0.957 -2.977 -2.312
H -0.209580 -0.409470 -2.349067 0.265 -0.036 3.256
H -0.381869 -1.863593 0.104036 -1.207 -0.193 0.606
H -2.033241 -1.178663 -0.441170 1.485 -0.040 -0.335
H -1.611362 1.145335 0.498034 1.285 -1.617 0.289
H 0.652097 1.439670 1.432252 0.629 0.114 -0.833
H 1.029157 -1.329603 0.819595 0.629 2.636 2.564